Record 1
Density functional theory data (the ωB97M-V functional and the def2-TZVPD basis) for a molecular structure, C47H54BHfO3SSb2Te in a non-equilibrium geometry.

Output
Energy above the lowest of the compared OMol25 structures with the same formula, charge and spin (eV): 1.312
Frontier orbital gap (Ha): 0.2281
HOMO level (eV): -15.78
Charge: +3
E_LUMO (eV): -9.6

Geometry as XYZ:
```
110
C47H54BHfO3SSb2Te | OMol25 | the ωB97M-V functional and the def2-TZVPD basis
Hf -0.1755 0.1876 -0.0525
C 2.2730 3.8896 -0.8024
C 3.4028 3.5661 0.1768
C 4.0668 2.2211 -0.0791
Sb 2.8446 0.4329 -0.1998
C 4.4349 -0.9768 -0.4159
C 4.0969 -2.3143 -0.6044
C 5.0949 -3.2598 -0.7821
C 6.4282 -2.8731 -0.7616
C 6.7626 -1.5417 -0.5645
C 5.7686 -0.5886 -0.3852
C 2.3556 0.5743 -2.3090
C 1.0532 0.4411 -2.7816
C 0.7444 0.5122 -4.1314
C 1.7694 0.7009 -5.0423
C 3.0820 0.8148 -4.5981
C 3.3711 0.7593 -3.2422
Sb 0.3814 3.1086 -0.1216
C -0.8524 3.6259 -1.7737
C -0.6804 4.8293 -2.4464
C -1.5014 5.1408 -3.5206
C -2.4954 4.2556 -3.9185
C -2.6755 3.0574 -3.2431
C -1.8531 2.7430 -2.1714
C -0.2014 4.5586 1.3223
C -1.1603 4.1950 2.2648
C -1.6281 5.1445 3.1601
C -1.1421 6.4443 3.1119
C -0.1856 6.7993 2.1710
C 0.2900 5.8551 1.2710
H 2.4733 3.4892 -1.7976
H 2.1282 4.9636 -0.9056
H 3.0561 3.6481 1.2099
H 4.1860 4.3214 0.0611
H 4.8018 2.0116 0.6964
H 4.5774 2.2417 -1.0440
H 3.0536 -2.6126 -0.6291
H 4.8369 -4.2993 -0.9379
H 7.2070 -3.6108 -0.8998
H 7.8010 -1.2380 -0.5497
H 6.0502 0.4440 -0.2282
H 0.2130 0.2103 -2.0955
H -0.2795 0.4168 -4.4702
H 1.5447 0.7445 -6.0990
H 3.8851 0.9375 -5.3130
H 4.3989 0.8371 -2.9072
H 0.0843 5.5300 -2.1331
H -1.3674 6.0769 -4.0461
H -3.1388 4.5039 -4.7517
H -3.4626 2.3776 -3.5440
H -2.0247 1.8137 -1.6223
H -1.5501 3.1814 2.2886
H -2.3794 4.8757 3.8916
H -1.5119 7.1859 3.8072
H 0.1893 7.8132 2.1298
H 1.0385 6.1407 0.5429
C -5.2510 0.8966 0.2033
C -4.2774 0.2215 1.1583
C -4.5472 0.6697 2.5827
O -2.9323 0.6962 0.7801
B -2.3055 -0.2861 0.0683
O -2.9561 -1.4778 0.1203
C -4.1636 -1.3353 0.9569
C -3.8782 -2.1040 2.2400
C -5.3246 -1.9638 0.2077
H -5.1509 1.9775 0.2982
H -6.2758 0.6260 0.4527
H -5.0556 0.6257 -0.8347
H -4.6030 1.7577 2.6102
H -3.7629 0.3453 3.2654
H -5.5027 0.2759 2.9280
H -3.0012 -1.7107 2.7586
H -3.6996 -3.1520 1.9982
H -4.7341 -2.0568 2.9114
H -5.3891 -1.5841 -0.8097
H -6.2654 -1.7639 0.7199
H -5.1886 -3.0438 0.1632
C 0.7351 -4.2059 1.2626
S -0.5035 -3.0269 0.7249
C -1.1403 -3.9336 -0.6810
O 0.3412 -1.8799 0.0570
H 0.1910 -5.0658 1.6567
H 1.3234 -3.7554 2.0598
H 1.3731 -4.5067 0.4333
H -1.5716 -4.8629 -0.3069
H -0.3310 -4.1404 -1.3795
H -1.9199 -3.3306 -1.1398
Te 0.3592 -0.2301 2.8764
C -0.1386 -0.0088 4.9656
C 0.5910 -0.8252 5.8139
C 0.4161 -0.6846 7.1818
C -0.4840 0.2509 7.6769
C -1.2093 1.0523 6.8066
C -1.0436 0.9265 5.4341
C 2.0000 1.1278 3.1765
C 1.7258 2.4535 3.4855
C 2.7682 3.3016 3.8347
C 4.0717 2.8253 3.8821
C 4.3376 1.4971 3.5735
C 3.3021 0.6419 3.2185
H 1.2966 -1.5483 5.4230
H 0.9831 -1.3099 7.8578
H -0.6211 0.3516 8.7449
H -1.9094 1.7799 7.1947
H -1.6083 1.5563 4.7584
H 0.7088 2.8254 3.4946
H 2.5509 4.3324 4.0842
H 4.8789 3.4813 4.1803
H 5.3488 1.1150 3.6363
H 3.5131 -0.4046 3.0230
```


Record 2
Density functional theory data (the ωB97M-V functional and the def2-TZVPD basis) for 2 unconnected molecules or ions with the total composition C5H7N3O2 in a non-equilibrium geometry.

Output
Energy above the lowest of the compared OMol25 structures with the same formula, charge and spin (eV): 6.590
Frontier orbital gap (spin up / spin down) (Ha): 0.3261 / 0.1969
HOMO level (spin up / spin down) (eV): -9.15 / -7.31
E_LUMO (spin up / spin down) (eV): -0.3 / -1.9

Geometry as XYZ:
```
17
C5H7N3O2 | OMol25 | the ωB97M-V functional and the def2-TZVPD basis
C 1.6549 2.1934 0.8258
C 1.0992 0.9301 0.9234
C 0.5418 1.8553 -0.9576
C -0.4961 -1.5006 0.1393
C -0.4326 -0.3386 -0.7318
N 1.3040 2.7696 -0.3624
N 0.4422 0.6454 -0.3403
N -3.6972 1.1000 -0.4121
O -2.6250 0.7114 -0.8908
O -4.2067 1.0110 0.6996
H 2.1655 2.6374 1.6506
H 1.2673 0.0658 1.6844
H 0.2537 1.9683 -2.0311
H -0.7587 -1.0798 1.2029
H -1.2829 -2.2850 -0.1056
H 0.4647 -1.9205 0.2575
H -0.6955 -0.1569 -1.7712
```


Record 3
Density functional theory data (the ωB97M-V functional and the def2-TZVPD basis) for 8 unconnected molecules or ions with the total composition C26H56N11O7S in a non-equilibrium geometry.

Output
Energy above the lowest of the compared OMol25 structures with the same formula, charge and spin (eV): 7.658
Frontier orbital gap (Ha): 0.2712
HOMO level (eV): -10.57
Charge: +1
E_LUMO (eV): -3.2

Geometry as XYZ:
```
101
C26H56N11O7S | OMol25 | the ωB97M-V functional and the def2-TZVPD basis
C 0.2765 -2.7270 -2.4100
C -0.2328 -1.7725 -2.9064
N -0.6233 -0.5988 -3.4839
N -1.9186 -0.5041 -3.8673
C -2.0905 0.6776 -4.4343
N -0.9652 1.3601 -4.4211
C -0.0396 0.5691 -3.8258
N 1.2256 0.8989 -3.6250
C 1.6228 2.2606 -4.0949
S 2.4397 -0.0264 -2.8613
H 0.8248 -3.5517 -1.9856
H -2.5837 -1.2498 -3.7165
H -3.0339 1.0037 -4.8557
H 1.6483 2.2312 -5.1935
H 2.6121 2.5160 -3.7115
H 0.8813 3.0011 -3.7765
H 2.2630 -0.0283 -1.5079
C 0.2552 -2.9207 2.7157
O 1.4137 -2.6224 2.4799
N -0.7911 -2.6178 1.9238
C -2.1533 -3.0027 2.2599
C -0.5337 -1.8855 0.7038
H -0.0339 -3.4788 3.6208
H -2.5506 -3.6440 1.4685
H -2.7697 -2.1085 2.3449
H -2.1802 -3.5442 3.2029
H 0.1521 -2.4570 0.0804
H -0.0649 -0.9285 0.9482
H -1.4621 -1.7103 0.1629
C -5.9712 -2.1894 1.7251
O -5.1222 -2.1783 2.5945
N -6.3040 -1.1308 0.9579
C -7.3301 -1.2098 -0.0633
C -5.6090 0.1290 1.1669
H -6.5546 -3.0955 1.4913
H -6.8951 -0.9721 -1.0373
H -8.1226 -0.4928 0.1593
H -7.7578 -2.2098 -0.1009
H -4.5386 -0.0130 1.0059
H -5.7602 0.4634 2.1936
H -5.9851 0.8830 0.4791
C 0.1942 -6.5898 -2.0905
O 1.0355 -5.8636 -2.5998
N 0.3479 -7.2520 -0.9347
C -0.6942 -8.1009 -0.3857
C 1.6014 -7.1143 -0.2081
H -0.7880 -6.7608 -2.5610
H -0.9847 -7.7293 0.5986
H -0.3181 -9.1205 -0.2878
H -1.5674 -8.1058 -1.0353
H 1.7639 -6.0654 0.0440
H 2.4255 -7.4494 -0.8386
H 1.5734 -7.7074 0.7022
C 4.7804 3.4767 -1.1864
O 3.6681 2.9619 -1.2012
N 5.8556 2.9801 -1.8133
C 7.1573 3.6224 -1.7764
C 5.6780 1.7475 -2.5520
H 4.9832 4.4120 -0.6435
H 7.4671 3.8732 -2.7921
H 7.8865 2.9402 -1.3358
H 7.1184 4.5331 -1.1828
H 4.9139 1.9035 -3.3147
H 5.3323 0.9725 -1.8656
H 6.6075 1.4350 -3.0213
C -0.1234 2.3027 1.8701
O -1.1950 2.2892 2.4457
N 1.0076 2.8579 2.3416
C 2.2472 2.8283 1.5867
C 0.9823 3.5033 3.6434
H 0.0081 1.8406 0.8749
H 3.0124 2.3062 2.1656
H 2.5768 3.8504 1.3925
H 2.1090 2.3166 0.6382
H 0.6842 2.7795 4.4031
H 0.2521 4.3137 3.6343
H 1.9656 3.9005 3.8832
C -2.6982 -2.8246 5.7473
O -2.3449 -3.9687 5.5192
N -1.9254 -1.8681 6.2954
C -2.4170 -0.5245 6.5350
C -0.5557 -2.1934 6.6585
H -3.7164 -2.4750 5.5100
H -1.8077 0.1911 5.9790
H -2.3534 -0.2983 7.6013
H -3.4529 -0.4327 6.2139
H -0.0104 -2.5214 5.7729
H -0.5551 -3.0075 7.3845
H -0.0650 -1.3225 7.0863
C 2.4875 6.2139 -2.7416
O 3.6362 6.5914 -2.8598
N 1.4917 6.4654 -3.6175
C 0.1420 5.9814 -3.4096
C 1.7872 7.2486 -4.8069
H 2.1604 5.6142 -1.8745
H -0.1470 5.3351 -4.2431
H -0.5460 6.8275 -3.3584
H 0.0767 5.4152 -2.4813
H 2.5593 6.7465 -5.3915
H 2.1615 8.2296 -4.5129
H 0.8903 7.3662 -5.4107
```


Record 4
Density functional theory data (the ωB97M-V functional and the def2-TZVPD basis) for 2 unconnected molecules or ions with the total composition C2H6N4 in a non-equilibrium geometry.

Output
Energy above the lowest of the compared OMol25 structures with the same formula, charge and spin (eV): 3.798
Frontier orbital gap (Ha): 0.3511
SMILES: C/N=N/N.C#N
HOMO level (eV): -8.82
E_LUMO (eV): 0.7

Geometry as XYZ:
```
12
C2H6N4 | OMol25 | the ωB97M-V functional and the def2-TZVPD basis
C 0.5373 -1.7970 0.0620
N 0.3877 -0.6789 -0.8304
N 0.1482 0.4520 -0.2665
N 0.5854 1.5456 -0.8638
H 0.1835 -1.5891 1.0781
H -0.0102 -2.6370 -0.3690
H 1.5897 -2.0905 0.0937
H 0.0037 2.3564 -0.7088
H 1.1440 1.4516 -1.7056
C -1.4488 0.9788 1.1283
N -1.6870 2.1056 1.0615
H -1.4334 -0.0973 1.3205
```


Results for energy: -88918.972, -13857.598, -69419.634, -8128.295 (in eV, following the order of the records).